No. 1
27
Properties=species:S:1:pos:R:3:mulliken_charge:R:1 method="wB97M-V/def2-TZVPD" charge=+1 gap_ev="9.226 / 6.770" relative_energy_kj_mol=43.3 largest_force_ha_per_bohr=0.0451 spin_multiplicity=2
N -2.86339 -2.28771 1.50602 0.03
C -1.05534 -1.28262 0.60974 1.00
C -1.45026 -2.00525 -1.86407 -1.34
C -1.74751 -1.50189 1.81513 0.04
C -1.77839 -1.89024 -0.42676 0.74
C 3.73291 2.99935 -1.60396 -0.78
C 0.06730 -0.42131 0.54638 -0.47
C -2.89408 -2.53968 0.20992 -0.43
C 0.42549 0.24848 1.68531 -0.84
C 2.24424 3.22638 -2.03029 -0.75
C -1.27927 -1.00642 3.01291 -0.81
C -0.23783 -0.10083 2.88443 -0.23
H 4.25314 2.32713 -2.28315 0.28
H 2.19608 4.20445 -2.48512 0.29
H -3.64471 -3.19775 -0.20791 0.43
H -1.74011 -1.29360 3.95053 0.41
H 1.23873 0.94823 1.75684 0.44
H -1.03071 -2.99687 -2.06748 0.34
H 0.08887 0.50036 3.72926 0.36
H 1.73861 2.37653 -2.46778 0.26
H -3.45924 -2.74771 2.18003 0.25
H 0.52640 -0.32605 -0.42508 0.37
H -0.68411 -1.32367 -2.16601 0.34
H 4.21391 3.97289 -1.71123 0.28
H 3.80640 2.70535 -0.56191 0.22
H 1.66486 3.29269 -1.09847 0.21
H -2.33200 -1.88025 -2.48729 0.38


No. 2
29
Properties=species:S:1:pos:R:3:mulliken_charge:R:1 method="wB97M-V/def2-TZVPD" charge=+2 gap_ev=7.230 relative_energy_kj_mol=145.2 largest_force_ha_per_bohr=0.1064 spin_multiplicity=1
N 1.37734 0.26346 0.38612 0.10
N -0.31087 1.65285 0.09643 -0.86
N -0.80410 0.43042 0.14095 0.69
C -2.64255 -1.18760 0.29910 -0.16
C 0.98340 1.55325 0.21357 -0.13
C 3.58987 0.16298 -0.63602 0.06
C 2.80082 -0.14428 0.59985 -0.95
C -4.92149 -0.28099 -0.05023 -0.45
C -2.97419 1.10961 -0.54166 -0.51
C 5.02233 -0.23809 -0.42032 -1.38
C 0.30233 -0.53677 0.26260 -0.05
C -4.12471 -1.24018 0.44272 -0.64
C -4.36938 0.90003 -0.56202 -0.28
C -2.15574 0.10714 -0.10124 0.56
H -5.93714 -0.51432 -0.11655 0.46
H -2.48175 -1.87716 -0.53204 0.40
H 5.24902 -0.29864 0.70389 0.33
H 2.97709 -1.17308 1.07605 0.41
H 1.55659 2.44823 0.49529 0.42
H -2.55485 2.06338 -0.66670 0.52
H 3.20104 -0.25630 -1.65826 0.28
H -5.09150 1.55012 -0.97738 0.48
H 5.71882 0.21131 -1.01111 0.40
H 3.62544 1.30328 -0.70945 0.30
H 3.07405 0.61108 1.35381 0.33
H 5.25577 -1.33595 -0.56941 0.34
H 0.33629 -1.63202 0.37465 0.46
H -2.13980 -1.52240 1.29871 0.42
H -4.56214 -2.12935 0.80865 0.43


No. 3
28
Properties=species:S:1:pos:R:3:mulliken_charge:R:1 method="wB97M-V/def2-TZVPD" charge=0 gap_ev=8.454 relative_energy_kj_mol=139.6 largest_force_ha_per_bohr=0.0593 spin_multiplicity=1
O 0.00800 3.25517 -2.57572 -0.54
N 1.00112 -0.83301 1.67288 -0.08
C 0.60309 -1.22913 -1.96506 -0.76
C -1.19803 -2.36139 -0.63783 -0.45
C -2.11565 -2.54152 2.63606 -1.31
C -0.72101 -1.72220 0.50491 0.55
C 0.04758 -1.23475 2.54176 -0.69
C 0.47891 -1.01296 0.36814 0.15
C 0.94870 2.83566 -1.55172 -0.09
C 1.31852 4.12170 -0.78153 -0.97
C -1.01491 -1.87438 1.94085 0.63
C 1.06488 -0.57723 -0.79840 -0.68
C -0.50298 -2.05104 -1.82697 -0.45
H -3.01168 -1.89759 2.67591 0.28
H -2.59953 -3.50149 2.46255 0.37
H 1.89775 -0.40647 1.81006 0.18
H -2.01425 -3.07435 -0.60107 0.41
H 0.49590 2.13653 -0.84339 0.15
H -0.85088 3.17982 -2.12371 0.32
H 1.93176 0.07233 -0.83017 0.52
H 2.04304 4.62057 -1.40489 0.27
H 1.11136 -0.97489 -2.87822 0.38
H -1.03356 -2.28568 -2.77974 0.26
H 1.82409 2.41247 -2.01698 0.26
H 1.64997 3.85401 0.22426 0.32
H -1.82598 -2.59219 3.68850 0.31
H 0.47668 4.77798 -0.53195 0.29
H -0.01288 -1.09599 3.62145 0.36


No. 4
30
Properties=species:S:1:pos:R:3:mulliken_charge:R:1 method="wB97M-V/def2-TZVPD" charge=0 gap_ev=9.008 relative_energy_kj_mol=184.9 largest_force_ha_per_bohr=0.0626 spin_multiplicity=1
S -0.25211 1.04952 3.34642 0.64
O -1.26169 2.08017 3.29175 -0.54
O -1.06019 -0.37789 3.61114 -0.46
N 3.40991 -1.51591 -0.83607 -0.55
C 2.55185 -0.81708 1.31807 -1.13
C -1.64231 -1.06786 -1.89715 -1.51
C 0.40116 0.52281 -0.00285 0.91
C -0.10953 2.01070 -1.94159 -1.13
C -0.51782 1.03002 -1.15698 0.12
C -1.84295 0.32667 -1.29683 0.50
C 0.47369 0.52239 1.44683 -0.30
C -2.54645 0.22047 0.05633 -1.53
C 1.55746 -0.15391 2.00604 -0.11
C 2.49840 -0.82205 -0.06753 0.86
C 1.43417 -0.15310 -0.66246 -0.80
H 4.30083 -1.71057 -0.40906 0.22
H -2.60097 -1.56836 -2.01847 0.48
H -3.55439 -0.16738 -0.07721 0.49
H 3.34959 -1.31674 1.84822 0.29
H -1.02009 -1.67403 -1.24132 0.29
H -1.99872 -0.45629 0.70942 0.22
H -1.97730 -0.30780 3.32671 0.33
H 1.40102 -0.17058 -1.74329 0.19
H -1.16180 -1.00321 -2.87144 0.32
H 3.45884 -1.25454 -1.80864 0.22
H 1.63882 -0.18212 3.08715 0.37
H 0.83604 2.50463 -1.79058 0.32
H -2.46733 0.91510 -1.97795 0.54
H -0.69403 2.34154 -2.78453 0.36
H -2.60408 1.19539 0.53587 0.39


No. 5
29
Properties=species:S:1:pos:R:3:mulliken_charge:R:1 method="wB97M-V/def2-TZVPD" charge=0 gap_ev="8.350 / 7.637" relative_energy_kj_mol=144.0 largest_force_ha_per_bohr=0.1020 spin_multiplicity=1
Si 2.75928 0.04222 -0.20440 0.46
O 1.04520 0.02451 1.99783 -0.53
N -0.37311 2.46614 0.24253 -0.63
C 2.35131 -1.86718 -0.42455 -1.19
C 4.26222 0.14546 0.97161 -1.13
C -4.17369 0.92358 -0.52748 -0.64
C -2.42121 -0.45991 0.17117 0.07
C 2.75961 0.97507 -1.83129 -1.15
C 0.34279 1.57527 0.48948 0.48
C 1.24683 0.65852 0.80412 0.21
C -3.27514 -1.51530 0.44142 -0.53
C -4.61257 -1.25117 0.23208 -0.09
C -2.84157 0.82029 -0.16286 -0.07
C -5.04603 -0.08829 -0.33306 -0.58
H 4.95846 -0.55138 0.67939 0.38
H -4.39941 1.82640 -0.88590 0.47
H -5.40709 -2.06706 0.51899 0.21
H 1.61065 -2.06329 0.34436 0.33
H -6.02469 0.14490 -0.53883 0.42
H -2.33329 1.79053 -0.28877 0.43
H 3.70106 0.92396 -2.30010 0.40
H 3.89993 0.05864 1.98457 0.34
H 2.06116 -1.93349 -1.36568 0.32
H 3.22989 -2.38311 -0.30982 0.42
H -2.80695 -2.46980 0.80466 0.34
H 4.67332 1.21108 1.11314 0.29
H 0.24456 0.16129 2.54383 0.34
H 2.73279 2.12660 -1.78145 0.32
H 1.83569 0.77551 -2.38499 0.33


No. 6
27
Properties=species:S:1:pos:R:3:mulliken_charge:R:1 method="wB97M-V/def2-TZVPD" charge=0 gap_ev=9.218 relative_energy_kj_mol=88.5 largest_force_ha_per_bohr=0.1199 spin_multiplicity=1
P -1.47477 -1.19292 -0.24535 0.02
C -0.93266 1.41955 0.41864 -0.75
C 2.68007 -0.96657 0.85744 -0.74
C 3.34940 0.40070 -1.06911 -0.55
C 1.02732 0.02754 -0.47497 0.59
C -2.31448 -0.54109 1.27423 -0.72
C -0.42018 0.32158 -0.48197 0.07
C 2.01154 0.57550 -1.29443 -0.38
C -1.29532 0.51170 1.72006 -0.72
C 1.39101 -0.87537 0.54988 -0.20
C -2.66842 -0.78561 -1.59679 -1.20
C 3.68755 -0.40949 0.00331 -0.49
H 1.70416 1.32871 -2.11405 0.18
H -1.80377 1.36395 2.37656 0.32
H -2.18615 -1.42773 2.01128 0.29
H 4.72275 -0.36329 0.37192 0.33
H -0.63866 0.90794 -1.98212 0.28
H -3.12561 0.16588 -1.54937 0.39
H 2.98997 -1.65685 1.65830 0.31
H -1.92369 1.91906 0.20141 0.31
H -3.45542 -1.46698 -1.81927 0.39
H -0.47700 0.13610 2.28523 0.40
H -3.28319 -0.11762 1.24835 0.47
H -0.15583 2.11957 0.73854 0.41
H 4.10635 0.63791 -1.75111 0.42
H 0.55028 -1.36634 1.14678 0.21
H -2.06529 -0.66581 -2.48339 0.37


No. 7
40
Properties=species:S:1:pos:R:3:mulliken_charge:R:1 method="wB97M-V/def2-TZVPD" charge=+1 gap_ev="5.535 / 6.476" relative_energy_kj_mol=135.9 largest_force_ha_per_bohr=0.0346 spin_multiplicity=4
Sb -0.71244 -2.83798 -1.44306 2.45
As 1.99965 0.43246 -0.68513 0.83
Ni -1.43458 -0.48889 0.26687 0.97
F -2.13346 -3.27454 -2.53706 -0.49
F 0.58586 -2.74838 -2.77341 -0.52
F 0.53491 -2.06013 -0.17659 -0.57
F -1.06603 -0.91053 -1.69268 -0.65
F -1.93201 -2.45981 0.04615 -0.68
F -0.33794 -4.55057 -0.86212 -0.49
O -1.02316 1.46727 0.10707 -0.48
O -3.00211 0.59783 -0.03691 -0.58
O -0.36195 -0.82606 2.35375 -0.02
O -1.48474 -0.39776 2.18743 0.07
C 6.09960 3.40072 0.15264 -0.44
C 5.14014 3.37705 1.15782 -0.67
C 3.82758 3.06004 0.85399 -0.25
C -2.85255 2.95998 -0.45045 -1.13
C 5.74105 3.11792 -1.15886 -0.70
C 4.42774 2.80020 -1.46558 -0.20
C 3.45920 2.77088 -0.46110 0.28
C 2.04783 2.39023 -0.77432 -1.09
C 2.85130 -0.33559 -2.22841 -1.22
C 2.95035 -0.19946 0.86591 -1.17
C -2.27149 1.63446 -0.10926 1.12
H 4.00536 0.04944 0.75252 0.44
H 4.14687 2.59677 -2.49288 0.47
H -3.12162 2.95267 -1.50772 0.32
H 1.31700 2.75788 -0.05857 0.49
H 2.38113 0.04632 -3.13150 0.42
H 5.41553 3.61470 2.17646 0.42
H 2.55499 0.27018 1.76339 0.41
H 3.07684 3.05605 1.63614 0.41
H 2.72920 -1.41562 -2.18273 0.38
H -2.13805 3.75502 -0.26059 0.31
H -3.76675 3.11426 0.11897 0.36
H 2.81598 -1.27793 0.91222 0.40
H 7.12456 3.65058 0.39074 0.41
H 3.90908 -0.07159 -2.20537 0.45
H 1.72963 2.65182 -1.78216 0.55
H 6.48409 3.15419 -1.94391 0.40


No. 8
39
Properties=species:S:1:pos:R:3:mulliken_charge:R:1 method="wB97M-V/def2-TZVPD" charge=0 gap_ev=7.615 relative_energy_kj_mol=1756.3 largest_force_ha_per_bohr=0.3414 spin_multiplicity=1
Br 17.97810 10.79792 25.46602 0.04
Br 15.24480 9.14056 25.16444 -0.17
Br 17.31557 7.64733 24.69381 0.07
Br 15.95524 10.88511 27.96506 -0.11
Br 16.82174 5.67256 27.03613 -0.02
Br 18.74725 8.37075 27.54818 -0.21
Cl 17.11502 3.80753 24.15298 -0.23
Cl 19.22402 5.53372 23.24081 -0.19
O 21.56917 4.50793 30.01434 -0.55
O 20.33627 6.65922 26.01646 -0.05
O 20.38640 6.10550 29.01261 -0.43
O 19.53039 4.62538 26.22098 -0.45
C 20.48742 5.40452 26.41340 0.43
C 22.60464 6.31361 26.50820 -0.84
C 21.85356 5.01690 26.97223 0.03
C 20.51743 4.95173 29.76296 0.49
C 18.70932 4.52973 24.66910 1.27
C 18.17354 6.93608 26.29836 1.05
C 21.50300 7.32861 26.30521 -0.43
C 16.67318 9.73805 26.40783 0.53
C 19.02864 6.39386 28.92321 -0.33
C 19.16039 4.28118 30.08616 -0.60
C 18.22433 5.10405 29.13833 -0.67
H 17.26857 5.32591 29.61311 0.60
H 18.66560 5.03992 25.63135 -1.67
H 21.51833 8.11161 27.06337 0.28
H 17.93190 4.67768 28.17875 0.32
H 23.43153 6.67497 27.11954 0.39
H 19.00255 3.22926 29.84815 0.33
H 21.75898 5.08072 28.05625 -0.17
H 22.29610 4.07000 26.66297 0.50
H 23.04947 6.10538 25.53512 0.32
H 19.44351 3.75124 24.87652 0.36
H 18.81370 6.95997 28.01689 0.67
H 17.14788 8.83607 26.79408 -0.48
H 19.04576 4.57437 31.12971 0.33
H 21.79122 7.87030 25.40432 0.45
H 19.04927 6.42551 25.89772 -1.39
H 19.04123 7.04955 29.79385 0.54


No. 9
33
Properties=species:S:1:pos:R:3:mulliken_charge:R:1 method="wB97M-V/def2-TZVPD" charge=0 gap_ev=9.917 largest_force_ha_per_bohr=0.0168 spin_multiplicity=1
Br 4.82056 0.89544 -0.19986 -0.17
S -1.46489 2.10229 0.17982 1.31
O -1.68578 2.92575 1.33524 -0.74
O 0.22747 -1.10540 -0.39074 -0.05
O -1.96239 2.53975 -1.09314 -0.67
N -2.08194 0.58887 0.55250 -0.24
C 2.35172 1.29655 1.14694 -0.67
C 0.63667 -2.23556 1.75248 -1.16
C 0.91067 1.81289 -1.17882 -0.23
C -1.85162 -0.71254 -1.52144 -0.43
C 2.26716 1.55171 -1.26170 -0.50
C 2.96680 1.28798 -0.09573 0.00
C 1.09906 -1.95436 0.32465 -0.37
C 0.29082 1.80039 0.05328 0.10
C -0.90700 -1.75343 -0.92441 -0.62
C -2.80623 -0.10114 -0.49729 -0.96
C 0.99526 1.55716 1.21507 -0.55
H 0.44021 -1.29574 2.26163 0.20
H -0.27164 -2.83264 1.76183 0.34
H -2.58414 0.65046 1.42392 0.32
H 1.41171 -2.77820 2.28661 0.42
H -0.58126 -2.45833 -1.70741 0.38
H 1.23962 -2.89869 -0.22165 0.43
H -3.40690 -0.88880 -0.03598 0.49
H -2.45111 -1.18054 -2.30350 0.44
H -1.43077 -2.32727 -0.14848 0.33
H 0.32665 2.03286 -2.05826 0.50
H 0.47472 1.58419 2.15849 0.50
H 2.05534 -1.42552 0.34807 0.22
H -1.25468 0.08112 -1.96788 0.15
H 2.92549 1.09692 2.03929 0.45
H -3.47375 0.59640 -1.01914 0.33
H 2.77421 1.54744 -2.21440 0.46


| no. | electronic energy (hartree) |
| --- | --- |
| 1 | -482.61995 |
| 2 | -591.69494 |
| 3 | -558.09268 |
| 4 | -1031.48169 |
| 5 | -847.44662 |
| 6 | -769.37034 |
| 7 | -5312.94084 |
| 8 | -17093.50351 |
| 9 | -3681.40719 |